Density functional theory data (ωB97M-V with the def2-TZVPD basis set) for a structure of composition C20H46InP4Se at a distorted geometry.

```
72
Properties=species:S:1:pos:R:3:lowdin_charge:R:1
In 1.23099 -0.98653 -0.77703 0.217
P 2.53431 -1.96144 1.32315 0.738
P 2.04579 1.50781 -1.24409 0.775
P -1.07967 -2.27108 -0.99075 0.785
H -1.30738 2.05566 -4.22971 0.075
C -2.03635 1.50127 -3.62930 -0.067
C -2.55891 2.02626 -2.50685 -0.091
H -2.29102 3.03367 -2.16852 0.067
C 3.69422 -3.29120 0.84539 -0.235
C 3.61112 -0.78776 2.22190 -0.236
C 1.56121 -2.75094 2.65321 -0.235
C 0.87987 2.69308 -2.00210 -0.229
C 2.69108 2.39335 0.22073 -0.229
C 3.46383 1.52120 -2.39658 -0.220
C -2.52374 -1.29154 -1.52266 -0.228
C -1.62166 -3.12793 0.53222 -0.229
C -1.02261 -3.60759 -2.22941 -0.194
H -2.39277 0.55579 -4.05108 0.064
H -3.35844 1.52478 -1.95013 0.063
H 4.10494 -3.75495 1.75449 0.080
H 4.51110 -2.88182 0.23812 0.065
H 3.16806 -4.05133 0.25425 0.060
H 4.23359 -1.34039 2.94113 0.083
H 3.01183 -0.04350 2.76401 0.033
H 4.26737 -0.26748 1.51135 0.059
H 2.24801 -3.24282 3.35799 0.081
H 0.88538 -3.50534 2.22931 0.048
H 0.96471 -2.00414 3.19501 0.038
H 1.39268 3.21384 -2.82263 0.074
H 0.55869 3.43420 -1.25821 0.051
H -0.01401 2.19890 -2.40530 -0.004
H 3.57751 2.96689 -0.08453 0.075
H 2.98471 1.68591 1.00844 0.019
H 1.93510 3.08245 0.62054 0.042
H 3.22610 2.15545 -3.26096 0.072
H 3.67340 0.49836 -2.74177 -0.013
H 4.34615 1.92188 -1.87930 0.070
H -3.16776 -1.92772 -2.14673 0.079
H -2.23070 -0.41131 -2.10919 -0.004
H -3.09622 -0.94980 -0.64960 0.049
H -1.39382 -4.19829 0.43747 0.070
H -2.70454 -3.00032 0.67056 0.071
H -1.09987 -2.73425 1.41410 0.015
H -2.02854 -3.74878 -2.64808 0.080
H -0.69029 -4.53377 -1.74276 0.072
H -0.32514 -3.35787 -3.03859 0.028
C 1.62060 -2.07245 -4.10157 -0.677
C 0.86437 -0.93375 -4.44842 -0.152
C -0.09040 -1.01264 -5.46018 -0.078
C -0.24471 -2.19594 -6.19438 -0.047
C 0.57388 -3.30082 -5.91865 -0.050
C 1.50799 -3.24011 -4.88848 -0.129
Se 2.77898 -2.09430 -2.59969 0.696
H -0.16867 0.04616 0.82527 -0.059
H 1.02200 -0.00256 -3.90131 0.071
H -0.70903 -0.14191 -5.68227 0.100
H -0.99159 -2.25181 -6.98770 0.121
H 0.48479 -4.21310 -6.51055 0.126
H 2.15323 -4.08915 -4.66166 0.113
C -2.31449 0.13033 2.38612 -0.169
P -0.83747 0.92941 1.76398 0.898
C -1.30268 2.43580 0.91059 -0.175
C 0.28663 1.29352 3.11222 -0.180
H -2.61778 -0.69500 1.72780 0.038
H -3.12719 0.86889 2.43382 0.087
H -2.13102 -0.26405 3.39482 0.086
H -2.17464 2.86928 1.42087 0.092
H -0.48098 3.16383 0.93213 0.062
H -1.57431 2.23262 -0.13478 0.031
H -0.27310 1.79176 3.91760 0.097
H 0.72812 0.36687 3.50667 0.052
H 1.09393 1.95831 2.77445 0.060
```

Results
HOMO ... -15.54 eV
LUMO ... -9.58 eV
Gap between HOMO and LUMO ... 5.96 eV
Charge ... +3
Relative energy (zero: lowest compared OMol25 entry of this formula, charge and spin) ... 0.00 kcal/mol


Density functional theory data (ωB97M-V with the def2-TZVPD basis set) for a cluster of 9 separate species, C45H108N6O3 in total at a distorted geometry.

```
162
Properties=species:S:1:pos:R:3:lowdin_charge:R:1
C -12.29252 4.11042 -1.78000 -0.091
C -11.95986 4.69122 -0.37737 -0.251
N -10.75453 4.12636 0.26200 -0.222
C -9.53275 4.29727 -0.51309 -0.225
C -9.05166 5.77766 -0.74548 -0.073
C -10.67303 4.36176 1.70291 -0.233
C -10.16628 3.04562 2.38800 -0.081
H -13.35901 4.24062 -1.96363 0.064
H -12.00325 3.06755 -1.90986 0.074
H -11.84354 4.73827 -2.54961 0.060
H -12.01159 5.77745 -0.45177 0.103
H -12.78451 4.43729 0.28862 0.101
H -8.83123 3.68730 0.05604 0.102
H -9.69282 3.84196 -1.49042 0.101
H -9.59796 6.33019 -1.50992 0.058
H -9.11931 6.38362 0.15803 0.058
H -8.04396 5.73869 -1.15916 0.063
H -11.62340 4.61468 2.17294 0.109
H -10.01559 5.21827 1.85213 0.097
H -10.94657 2.28483 2.40893 0.067
H -9.88650 3.36743 3.39112 0.061
H -9.30701 2.53143 1.95746 0.058
C 7.72844 -4.27831 1.83762 -0.080
C 7.95625 -5.19212 0.59371 -0.244
N 7.94917 -6.57270 1.10723 -0.194
C 9.11347 -6.91983 1.92604 -0.268
C 10.44757 -6.83336 1.21560 -0.078
C 7.78485 -7.57262 0.05178 -0.255
C 6.37188 -7.53184 -0.63205 -0.076
H 6.86582 -4.57508 2.43419 0.077
H 7.61793 -3.23007 1.56002 0.064
H 8.61115 -4.31369 2.47612 0.054
H 7.16885 -4.93213 -0.11375 0.094
H 8.81789 -4.94264 -0.02552 0.099
H 9.07898 -6.33540 2.84548 0.100
H 8.83842 -7.91512 2.27509 0.111
H 11.28399 -6.84912 1.91437 0.074
H 10.53213 -7.63744 0.48456 0.069
H 10.47988 -5.87001 0.70668 0.062
H 7.91061 -8.58664 0.43130 0.109
H 8.54208 -7.47324 -0.72590 0.102
H 6.30282 -8.19157 -1.49697 0.065
H 6.11595 -6.50056 -0.87503 0.048
H 5.58492 -7.86312 0.04548 0.066
C 2.15940 -0.97480 -6.75117 -0.082
C 3.14098 0.26140 -6.47897 -0.215
N 2.41064 1.51562 -6.06093 -0.158
C 1.47371 1.94247 -7.08172 -0.284
C 0.57445 3.10672 -6.66484 -0.089
C 3.49457 2.48100 -5.76685 -0.281
C 4.00834 2.38974 -4.35094 -0.101
H 2.76675 -1.87921 -6.78707 0.058
H 1.71400 -0.95140 -7.74574 0.054
H 1.40300 -1.06808 -5.97190 0.069
H 3.91056 0.00412 -5.75119 0.096
H 3.71033 0.39002 -7.39950 0.101
H 1.91090 2.28098 -8.02106 0.111
H 0.94464 1.08647 -7.50055 0.098
H 0.07754 2.94003 -5.70912 0.073
H 1.08504 4.06889 -6.62451 0.061
H -0.17519 3.22703 -7.44693 0.069
H 3.13039 3.50793 -5.79656 0.101
H 4.32210 2.46426 -6.47609 0.111
H 4.96716 2.86913 -4.15359 0.074
H 4.35037 1.38270 -4.11223 0.056
H 3.18787 2.65910 -3.68582 0.078
C 0.14769 13.33904 -1.95989 -0.090
C -0.51907 12.90693 -0.67059 -0.274
N -1.15186 11.59152 -0.84755 -0.202
C -2.13223 11.34959 0.20127 -0.247
C -3.36047 12.19947 -0.12850 -0.078
C -0.13111 10.58987 -0.87663 -0.288
C -0.67677 9.22454 -1.25449 -0.097
H 0.61001 14.31662 -1.82305 0.069
H -0.61985 13.47240 -2.72225 0.078
H 0.98021 12.70827 -2.27158 0.062
H 0.22265 12.94351 0.12729 0.110
H -1.17815 13.68618 -0.28786 0.103
H -1.60283 11.55544 1.13157 0.115
H -2.36214 10.28509 0.24663 0.103
H -4.12597 12.03921 0.63073 0.067
H -3.84703 11.79673 -1.01684 0.074
H -3.21170 13.26428 -0.30777 0.064
H 0.67552 10.76213 -1.58921 0.106
H 0.31241 10.45937 0.11047 0.114
H -1.03117 8.71710 -0.35727 0.064
H -1.52831 9.30880 -1.92969 0.078
H 0.00831 8.61618 -1.84497 0.070
C 8.80777 4.76279 4.41513 -0.067
C 8.06825 5.87435 3.53533 -0.232
N 6.70253 6.17939 4.05950 -0.188
C 6.12663 7.45782 3.52608 -0.241
C 6.91102 8.75049 3.66152 -0.095
C 5.87015 5.01745 3.80441 -0.286
C 4.53874 5.14815 4.54901 -0.086
H 8.31158 3.79797 4.52016 0.051
H 8.85273 5.25210 5.38809 0.069
H 9.83441 4.65682 4.06461 0.062
H 8.67091 6.77982 3.60618 0.089
H 8.10281 5.74809 2.45321 0.104
H 5.87810 7.18851 2.49952 0.111
H 5.16922 7.63078 4.01756 0.093
H 6.39127 9.69262 3.48734 0.073
H 7.43460 8.81214 4.61554 0.077
H 7.75214 8.74629 2.96826 0.059
H 6.41080 4.14186 4.16380 0.093
H 5.69033 4.83293 2.74530 0.111
H 4.79117 5.26511 5.60291 0.080
H 3.91144 4.28973 4.30878 0.071
H 3.97539 6.03427 4.25657 0.054
C -4.28371 -12.41912 3.95922 -0.080
C -3.04822 -12.97128 3.17194 -0.231
N -2.80156 -12.08928 1.99679 -0.196
C -2.19077 -10.78514 2.31585 -0.240
C -0.80321 -10.93093 2.87949 -0.099
C -2.08059 -12.87454 1.01100 -0.273
C -1.95492 -12.18281 -0.37832 -0.080
H -5.08945 -12.18167 3.26460 0.070
H -4.10446 -11.45154 4.42800 0.053
H -4.62563 -13.04426 4.78408 0.063
H -2.17277 -13.03073 3.81858 0.094
H -3.15345 -14.00900 2.85546 0.103
H -2.10900 -10.15964 1.42694 0.105
H -2.86958 -10.23646 2.96874 0.107
H -0.07033 -11.45909 2.26955 0.071
H -0.34969 -9.95659 3.06137 0.072
H -0.83753 -11.35801 3.88175 0.066
H -2.59453 -13.82865 0.89429 0.105
H -1.10175 -13.13493 1.41371 0.098
H -1.77561 -12.86105 -1.21254 0.064
H -1.15752 -11.44074 -0.41804 0.059
H -2.86053 -11.61925 -0.60275 0.071
C -2.63794 -8.29679 -7.80411 -0.030
C -3.85471 -7.61172 -7.22873 -0.532
C -3.63361 -6.69665 -6.04211 -0.018
O -4.87600 -7.83751 -7.78655 0.085
H -2.09917 -8.70020 -6.94674 0.075
H -1.95695 -7.56777 -8.24329 0.084
H -2.97758 -9.07003 -8.49320 0.085
H -4.60550 -6.58683 -5.56102 0.083
H -3.34788 -5.73614 -6.47093 0.088
H -2.87906 -6.98087 -5.30865 0.080
C -4.19833 -1.62083 7.47741 -0.029
C -3.03482 -2.53514 7.15649 -0.499
C -3.36943 -3.78328 6.40022 -0.031
O -1.90899 -2.22432 7.50913 0.058
H -3.96616 -0.57836 7.69527 0.082
H -4.73788 -2.00000 8.34529 0.086
H -4.79893 -1.67199 6.56924 0.076
H -4.12988 -4.33617 6.95170 0.088
H -2.47699 -4.38708 6.23571 0.084
H -3.74801 -3.59193 5.39615 0.086
C -0.99487 -0.41175 -0.44015 -0.026
C -0.94843 -1.88182 -0.05962 -0.471
C 0.36706 -2.51563 0.40388 -0.027
O -1.93252 -2.59510 -0.19470 0.046
H -2.01412 -0.03037 -0.37860 0.078
H -0.80504 -0.31993 -1.50956 0.088
H -0.38403 0.19561 0.22775 0.078
H 0.74256 -1.98395 1.27818 0.077
H 1.18931 -2.50327 -0.31156 0.079
H 0.19897 -3.56455 0.64807 0.078
```

Results
Structure (SMILES) ... CCN(CC)CC.CCN(CC)CC.CCN(CC)CC.CCN(CC)CC.CCN(CC)CC.CCN(CC)CC.CC(C)=O.CC(C)=O.CC(C)=O
HOMO ... -8.01 eV
LUMO ... 0.47 eV
Gap between HOMO and LUMO ... 8.48 eV
Relative energy (zero: lowest compared OMol25 entry of this formula, charge and spin) ... 0.00 kcal/mol


Density functional theory data (ωB97M-V with the def2-TZVPD basis set) for a structure of composition C15H21IrNO4S4.

```
46
Properties=species:S:1:pos:R:3:nbo_charge:R:1
Ir 0.08828 -0.72461 -1.57001 0.682
C -0.68553 4.20941 4.29082 -0.639
C -0.52740 3.62315 2.91772 0.034
C -1.52395 2.83701 2.35121 -0.226
C -1.37763 2.30300 1.07860 -0.120
C -0.21735 2.56496 0.37194 -0.397
C 0.79238 3.35933 0.90836 -0.149
C 0.63230 3.87418 2.17790 -0.206
S -0.01851 1.98821 -1.26779 2.287
O 0.10251 3.09607 -2.15391 -0.867
O -1.16700 1.02012 -1.50880 -0.943
N 1.23614 0.97011 -1.29044 -0.903
C 2.14278 1.13668 -2.44371 -0.372
C 1.64497 0.40848 -3.69295 0.755
O 2.15235 0.55752 -4.76734 -0.560
O 0.65816 -0.46563 -3.47629 -0.730
H -1.64727 3.94821 4.72779 0.223
H -0.61126 5.29687 4.25459 0.237
H 0.10169 3.85259 4.95642 0.232
H -2.43452 2.64897 2.90594 0.221
H -2.16440 1.71161 0.63057 0.224
H 1.68615 3.57178 0.33550 0.237
H 1.41172 4.49355 2.60411 0.228
H 3.11630 0.72695 -2.17059 0.231
H 2.28247 2.18680 -2.69226 0.260
C 0.63195 -2.35249 1.23135 -0.535
C 1.92252 -2.33662 0.44206 -0.565
S 1.75898 -2.22728 -1.36095 0.577
C 1.02528 -3.80051 -1.90709 -0.564
C -0.45476 -3.94312 -1.62400 -0.548
S -1.35659 -2.44749 -2.17081 0.506
C -2.62541 -2.29496 -0.88982 -0.557
C -2.10533 -2.08856 0.53123 -0.541
S -0.56820 -1.08745 0.65225 0.449
H 0.84390 -2.13073 2.27638 0.261
H 0.15291 -3.32755 1.19195 0.224
H 2.53254 -3.21023 0.67618 0.259
H 2.51321 -1.44954 0.67742 0.263
H 1.60088 -4.61857 -1.47356 0.259
H 1.21464 -3.79315 -2.98228 0.270
H -0.65019 -4.10763 -0.56748 0.218
H -0.85776 -4.78843 -2.18077 0.264
H -3.27707 -3.16794 -0.93354 0.258
H -3.20493 -1.43274 -1.22103 0.265
H -1.91408 -3.03181 1.03994 0.234
H -2.85590 -1.55847 1.11517 0.262
```

Results
HOMO ... -11.57 eV
LUMO ... -3.07 eV
Gap between HOMO and LUMO ... 8.51 eV
Charge ... +1
Relative energy (zero: lowest compared OMol25 entry of this formula, charge and spin) ... 0.00 kcal/mol